A structure of composition C12H24FHfO4. Source: the Open Molecules 2025 dataset; level of theory: ωB97M-V/def2-TZVPD.

E_HOMO, Ha: -0.6731
Gap between HOMO and LUMO, eV: 2.6562
LUMO level, hartree: -0.575
Multiplicity: 1
Charge: +3
ΔE to the lowest compared entry with this formula, charge and spin, kcal per mole: 199.9

Positions of all 42 atoms, in Å:
Hf 15.34 7.99 -18.01
F 16.94 8.94 -17.82
C 18.40 10.43 -20.03
C 18.42 11.62 -19.05
O 17.57 12.46 -19.13
C 19.28 11.58 -17.84
H 17.47 10.60 -20.57
H 18.19 9.51 -19.47
H 19.28 10.37 -20.67
H 19.56 12.57 -17.48
H 20.15 10.99 -18.13
H 18.86 10.89 -17.11
C 19.48 8.43 -18.27
C 20.29 7.85 -19.31
O 21.38 8.32 -19.58
C 20.05 6.42 -19.73
H 19.97 9.31 -17.87
H 19.28 7.73 -17.46
H 18.47 8.75 -18.54
H 19.62 6.50 -20.73
H 19.31 6.18 -18.97
H 20.96 5.82 -19.77
C 14.92 11.72 -17.90
C 14.66 10.63 -16.96
O 15.03 9.48 -17.20
C 14.00 11.03 -15.63
H 14.90 11.28 -18.90
H 15.73 12.38 -17.60
H 14.00 12.31 -17.90
H 13.80 12.08 -15.45
H 14.72 10.70 -14.88
H 13.11 10.44 -15.45
C 19.60 8.80 -15.83
C 18.13 8.72 -15.42
O 17.52 7.60 -15.36
C 17.44 10.07 -15.28
H 20.30 9.21 -15.10
H 19.70 9.30 -16.80
H 20.01 7.79 -15.91
H 18.08 10.81 -15.77
H 17.48 10.38 -14.23
H 16.46 10.13 -15.74

=====

A cluster of 9 separate species, C32H64Br2O14 in total. Source: the Open Molecules 2025 dataset; level of theory: ωB97M-V/def2-TZVPD.

E_HOMO, Ha: -0.3579
Gap between HOMO and LUMO, eV: 9.9608
LUMO level, hartree: 0.008
Multiplicity: 1
Charge: 0
ΔE to the lowest compared entry with this formula, charge and spin, kcal per mole: 75.4

Positions of all 112 atoms, in Å:
C -6.84 0.77 -5.37
C -5.91 -0.08 -4.54
O -4.55 0.05 -4.95
C -3.85 1.07 -4.40
C -2.46 1.20 -4.97
O -4.29 1.89 -3.59
H -7.90 0.68 -5.10
H -6.76 0.51 -6.42
H -6.65 1.83 -5.20
H -6.12 0.11 -3.49
H -6.17 -1.14 -4.62
H -1.75 0.52 -4.51
H -2.07 2.20 -4.79
H -2.49 1.06 -6.05
C -2.21 -0.16 6.15
C -2.87 0.83 7.21
O -2.60 2.19 6.73
C -3.46 2.83 6.02
C -3.08 4.27 5.73
O -4.51 2.43 5.54
H -1.15 0.08 6.18
H -2.61 0.06 5.16
H -2.35 -1.21 6.39
H -3.91 0.54 7.37
H -2.43 0.80 8.21
H -2.12 4.57 6.17
H -3.84 5.00 5.99
H -2.81 4.30 4.67
C 2.28 -2.74 4.39
C 2.19 -3.75 5.56
O 3.41 -3.87 6.25
C 4.34 -4.86 5.81
C 5.59 -4.86 6.59
O 4.23 -5.59 4.82
H 3.15 -2.98 3.76
H 2.53 -1.75 4.79
H 1.40 -2.75 3.75
H 1.30 -3.66 6.19
H 1.97 -4.77 5.23
H 5.39 -5.53 7.42
H 5.77 -3.87 7.02
H 6.49 -5.09 6.02
C -5.82 10.27 -1.48
C -5.07 9.15 -2.22
O -4.94 7.99 -1.39
C -3.91 7.11 -1.62
C -3.75 6.09 -0.56
O -3.21 7.12 -2.67
H -6.72 9.87 -1.01
H -6.12 10.98 -2.25
H -5.20 10.85 -0.80
H -5.54 8.89 -3.16
H -4.04 9.45 -2.41
H -3.03 5.33 -0.87
H -4.71 5.58 -0.50
H -3.48 6.49 0.41
C 2.32 5.28 -3.57
C 3.80 5.63 -3.45
O 4.59 4.84 -2.58
C 5.87 5.09 -2.53
C 6.63 4.15 -1.60
O 6.50 5.93 -3.13
H 2.23 4.28 -4.00
H 1.79 5.96 -4.23
H 1.74 5.27 -2.65
H 4.30 5.76 -4.41
H 3.92 6.61 -3.01
H 7.65 4.46 -1.37
H 6.56 3.11 -1.92
H 6.00 4.15 -0.70
C 5.49 -5.13 -0.52
C 5.39 -4.01 -1.56
O 6.22 -4.20 -2.64
C 7.34 -3.68 -2.78
C 8.11 -4.31 -3.91
O 7.70 -2.57 -2.37
H 4.71 -4.96 0.21
H 6.51 -5.04 -0.13
H 5.44 -6.14 -0.92
H 4.38 -4.04 -1.99
H 5.43 -3.01 -1.14
H 8.50 -3.56 -4.59
H 7.52 -5.08 -4.40
H 8.98 -4.87 -3.57
C -4.05 -4.83 -0.18
C -4.03 -3.44 -0.82
C -4.32 -2.24 0.03
O -3.57 -3.27 -1.98
H -3.79 -4.81 0.87
H -3.47 -5.56 -0.74
H -5.08 -5.19 -0.16
H -5.39 -2.05 -0.07
H -3.87 -1.31 -0.31
H -4.03 -2.37 1.07
C 0.56 -7.63 1.39
C 0.65 -6.93 -0.01
C 0.55 -7.82 -1.24
O 0.82 -5.71 -0.12
H 0.56 -6.76 2.04
H 1.42 -8.27 1.56
H -0.37 -8.19 1.33
H -0.50 -7.94 -1.51
H 0.98 -8.76 -0.92
H 1.03 -7.38 -2.11
Br 1.91 -0.35 -2.29
C 0.47 -0.19 -0.91
C 0.35 1.30 -0.44
Br -0.84 1.37 1.13
H 0.74 -0.78 -0.03
H -0.45 -0.64 -1.26
H 0.00 1.89 -1.29
H 1.36 1.62 -0.19

=====

Question: Which value of multiplicity does entry 2 give?
Answer: 1

=====

Question: Which of these has the lowest charge?
Answer: C32H64Br2O14